A structure of composition C35H45N4O2Tl in a non-equilibrium geometry, computed with ωB97M-V with the def2-TZVPD basis set.

```
87
Properties=species:S:1:pos:R:3:forces:R:3
Tl -0.041 -0.041 -0.332 -0.7 -0.3 -0.5
C -2.795 3.708 -0.935 0.1 0.0 0.0
C -2.371 2.469 -0.167 0.2 0.2 0.1
O -1.170 2.293 0.069 -0.2 0.1 0.0
C -3.448 1.610 0.233 0.0 -0.3 0.1
C -3.428 0.344 0.792 -0.7 0.0 0.5
C -4.751 -0.304 1.131 0.1 0.0 -0.2
N -2.306 -0.333 1.100 1.5 0.2 -0.6
N -2.469 -1.557 1.509 -1.8 -0.2 0.7
C -1.504 -2.480 1.452 0.6 0.4 -0.6
O -0.483 -2.388 0.740 0.0 -0.3 0.3
C -1.800 -3.723 2.227 -0.1 -0.1 0.1
C -0.784 -4.641 2.473 0.0 0.1 0.0
C -1.034 -5.777 3.226 0.0 -0.1 0.0
C -2.304 -6.015 3.730 0.0 0.0 0.0
C -3.328 -5.113 3.472 0.0 0.0 0.0
C -3.079 -3.974 2.725 0.1 0.0 0.0
H -1.915 4.238 -1.294 0.0 0.0 0.0
H -3.374 4.373 -0.292 0.0 0.0 0.0
H -3.422 3.435 -1.785 -0.1 0.0 0.0
H -4.437 2.007 0.044 0.0 0.0 -0.1
H -5.588 0.336 0.863 0.0 0.0 0.0
H -4.781 -0.513 2.201 0.0 -0.1 0.0
H -4.839 -1.258 0.611 -0.1 0.0 0.1
H 0.204 -4.445 2.076 0.0 0.0 0.0
H -0.238 -6.482 3.432 0.0 0.0 0.0
H -2.499 -6.902 4.319 0.0 0.0 0.0
H -4.322 -5.299 3.858 0.0 0.0 0.0
H -3.866 -3.265 2.519 0.0 0.0 0.0
C 5.426 4.928 -0.282 -0.1 -0.1 0.0
C 4.327 3.981 0.129 0.1 0.1 -0.1
C 3.882 3.933 1.449 -0.1 -0.2 -0.1
C 2.865 3.051 1.824 0.0 0.1 0.2
C 2.353 3.034 3.241 0.0 0.0 -0.1
C 2.332 2.201 0.883 -0.1 -0.1 -0.2
C 2.773 2.181 -0.470 0.4 0.2 -0.1
C 3.762 3.146 -0.815 0.2 0.1 0.0
N 2.302 1.205 -1.265 -0.2 0.2 0.0
C 2.482 1.178 -2.706 0.3 0.0 -0.1
C 3.945 0.794 -3.045 0.0 0.1 0.0
C 4.129 0.688 -4.559 0.1 0.0 -0.1
C 3.243 -0.432 -5.104 -0.1 0.1 0.0
C 1.785 -0.093 -4.799 0.0 -0.1 0.0
C 1.409 1.221 -5.486 0.0 0.0 0.1
C 2.282 2.345 -4.926 0.0 0.0 -0.1
C 3.753 2.023 -5.210 0.0 0.0 0.0
C 2.072 2.484 -3.416 0.1 0.0 0.0
C 1.590 0.062 -3.289 0.0 0.2 0.0
H 5.788 5.504 0.568 0.0 0.0 0.0
H 5.068 5.622 -1.043 0.0 0.0 0.0
H 6.266 4.374 -0.703 0.0 0.0 0.0
H 4.321 4.589 2.191 0.0 0.0 0.0
H 2.955 3.682 3.877 0.0 0.0 0.0
H 2.373 2.024 3.650 0.0 0.0 0.0
H 1.319 3.381 3.271 0.0 0.0 0.0
H 1.528 1.536 1.163 0.1 -0.1 0.1
H 4.155 3.208 -1.818 -0.1 0.0 0.0
H 4.162 -0.162 -2.561 0.0 0.0 0.0
H 4.640 1.528 -2.637 0.0 -0.1 0.0
H 5.177 0.462 -4.779 0.0 0.0 0.0
H 3.514 -1.382 -4.634 0.0 0.0 0.0
H 3.386 -0.540 -6.183 0.0 0.0 0.0
H 1.136 -0.896 -5.159 0.0 0.0 0.0
H 0.353 1.443 -5.310 0.0 0.0 0.0
H 1.559 1.133 -6.566 0.0 0.0 0.0
H 2.018 3.287 -5.416 0.0 0.0 0.1
H 4.395 2.819 -4.819 0.0 0.0 0.0
H 3.918 1.967 -6.290 0.0 0.0 0.0
H 1.020 2.679 -3.185 0.0 0.0 0.0
H 2.643 3.334 -3.045 -0.1 0.0 0.0
H 1.807 -0.875 -2.767 -0.1 0.0 0.0
H 0.546 0.328 -3.112 0.0 -0.1 0.1
C 3.943 -3.761 1.673 0.0 0.1 0.0
C 4.154 -2.553 0.750 0.3 -0.2 0.0
C 5.360 -1.720 1.209 -0.1 0.0 0.0
C 4.343 -3.020 -0.699 -0.1 0.0 0.0
C 2.968 -1.705 0.838 -0.3 0.2 0.0
N 2.046 -1.031 0.942 0.4 -0.1 0.3
H 4.822 -4.405 1.634 0.0 0.0 0.0
H 3.071 -4.333 1.356 0.0 0.0 0.0
H 3.787 -3.439 2.702 0.0 0.0 0.0
H 6.257 -2.340 1.194 0.0 0.0 0.0
H 5.207 -1.347 2.221 0.0 0.0 0.0
H 5.511 -0.863 0.551 0.0 0.0 0.0
H 5.206 -3.685 -0.750 0.0 0.0 0.0
H 4.516 -2.174 -1.363 0.0 0.0 0.0
H 3.463 -3.562 -1.047 0.0 0.0 0.0
```
Forces are in eV/Å.

Results
HOMO (alpha / beta) ... -7.21 / -6.53 eV
Frontier orbital gap (alpha / beta) ... 6.69 / 5.37 eV
Charge ... 0
Energy relative to the best compared isomer or geometry (same formula, charge and spin) ... 1.021 eV
E_LUMO (alpha / beta) ... -0.5 / -1.2 eV
Molar mass ... 758.154 g/mol

=====

A structure of composition C35H46IrN2PSi2Te, computed with ωB97M-V with the def2-TZVPD basis set.

```
88
Properties=species:S:1:pos:R:3:forces:R:3
Ir -0.269 0.261 0.773 0.0 -0.6 -0.7
C 4.233 -3.064 -0.562 0.1 -0.1 0.1
C 4.091 -1.651 -1.033 0.0 0.1 0.0
C 5.071 -1.130 -1.875 -0.1 0.0 0.0
C 5.010 0.163 -2.359 -0.1 0.0 0.0
C 3.949 0.985 -2.007 0.0 0.1 0.0
C 2.964 0.490 -1.179 -0.1 0.1 0.1
C 3.024 -0.813 -0.682 -0.3 0.2 0.1
P 1.643 -1.283 0.403 0.3 -0.1 -0.2
C 1.182 -2.975 -0.046 -0.2 0.1 0.3
C 1.268 -3.995 0.902 0.0 0.2 -0.1
C 0.976 -5.295 0.543 -0.1 -0.1 0.0
C 0.560 -5.575 -0.751 0.0 0.0 0.0
C 0.449 -4.559 -1.685 0.0 0.0 0.1
C 0.759 -3.245 -1.354 0.0 0.0 0.2
C 0.679 -2.169 -2.394 0.0 0.0 -0.1
C 2.279 -1.230 2.103 0.1 0.0 -0.1
C 3.630 -1.176 2.392 -0.4 -0.1 -0.3
C 4.060 -0.861 3.674 0.0 0.1 0.1
C 3.139 -0.491 4.653 -0.1 0.1 0.1
C 1.793 -0.499 4.378 0.1 0.1 0.2
C 1.312 -0.931 3.120 0.0 0.0 -0.3
C -0.070 -1.067 2.868 0.2 -0.1 0.5
H 5.286 -3.305 -0.427 0.0 0.0 0.0
H 3.836 -3.754 -1.308 -0.1 -0.1 0.0
H 3.712 -3.244 0.375 0.1 -0.1 0.0
H 5.902 -1.763 -2.148 0.1 -0.1 0.0
H 5.787 0.530 -3.010 0.1 0.0 -0.1
H 3.897 1.998 -2.373 0.0 0.1 -0.1
H 2.119 1.118 -0.903 0.1 0.0 0.0
H 1.596 -3.763 1.906 0.0 -0.1 0.1
H 1.077 -6.088 1.266 0.0 -0.1 0.1
H 0.320 -6.588 -1.033 0.0 -0.1 0.0
H 0.117 -4.784 -2.687 0.0 0.0 -0.1
H -0.095 -2.396 -3.125 -0.1 0.0 0.0
H 1.627 -2.101 -2.930 0.0 0.1 0.0
H 0.481 -1.186 -1.953 0.0 0.0 -0.1
H 4.359 -1.358 1.618 0.1 0.0 -0.1
H 5.114 -0.874 3.903 0.1 0.0 0.0
H 3.490 -0.199 5.631 0.0 0.0 0.1
H 1.077 -0.236 5.140 -0.1 0.0 0.1
H -0.742 -0.826 3.679 -0.1 0.1 0.0
H -0.381 -1.909 2.257 -0.1 0.1 -0.3
C 0.578 5.671 1.969 0.0 -0.8 0.0
Si 0.308 3.857 1.521 -0.1 -0.3 -0.4
C -1.195 3.045 2.381 0.5 0.4 -0.3
C 1.749 2.641 1.843 -0.5 0.6 -0.1
C 0.071 3.844 -0.403 0.1 -0.2 0.8
Te -0.786 2.058 -1.194 0.2 0.1 0.7
C -2.798 2.576 -0.748 -0.4 -0.1 -0.9
Si -3.763 2.472 -2.427 0.0 0.1 0.3
C -5.603 2.464 -1.976 0.7 0.1 -0.3
C -3.208 4.002 -3.406 -0.3 -0.6 0.3
C -3.157 0.839 -3.221 -0.3 0.6 0.1
H 0.823 5.783 3.019 0.1 0.0 0.2
H -0.311 6.264 1.773 -0.2 0.0 0.0
H 1.390 6.104 1.392 0.2 0.0 -0.1
H -1.107 3.146 3.458 0.1 0.0 0.2
H -1.245 1.965 2.161 -0.1 0.1 0.1
H -2.146 3.485 2.097 -0.2 0.1 -0.1
H 2.050 2.639 2.886 0.0 0.0 0.2
H 2.631 2.863 1.250 0.2 0.0 -0.2
H 1.435 1.609 1.597 0.1 0.1 0.0
H 1.030 3.987 -0.898 0.1 0.0 -0.1
H -0.584 4.655 -0.718 -0.1 0.0 -0.1
H -2.811 3.581 -0.340 0.1 0.1 0.1
H -3.212 1.887 -0.020 0.1 -0.1 0.2
H -5.873 3.365 -1.434 0.0 0.2 0.1
H -5.890 1.613 -1.366 0.1 -0.2 0.1
H -6.200 2.437 -2.881 -0.2 0.0 -0.2
H -3.568 4.914 -2.938 -0.1 0.1 0.1
H -3.610 3.985 -4.414 0.0 0.0 -0.2
H -2.125 4.076 -3.483 0.1 -0.1 0.0
H -3.965 0.286 -3.689 -0.2 -0.1 0.0
H -2.697 0.185 -2.477 0.0 -0.1 0.1
H -2.421 1.031 -3.998 0.1 0.0 -0.1
N -3.604 -3.978 -2.712 0.0 -0.3 -0.4
C -3.639 -3.297 -1.795 0.0 -0.1 -0.1
C -3.618 -2.424 -0.676 0.1 0.5 0.5
C -4.708 -2.254 0.177 0.3 0.1 -0.1
C -4.567 -1.377 1.240 0.1 0.0 -0.1
C -3.370 -0.699 1.405 -0.2 0.0 0.2
N -2.331 -0.855 0.583 0.4 0.0 0.0
C -2.449 -1.706 -0.429 -0.1 -0.3 -0.2
H -5.622 -2.801 0.009 -0.1 0.0 0.0
H -5.372 -1.223 1.940 -0.1 0.0 0.1
H -3.232 -0.023 2.237 0.0 0.1 0.0
H -1.585 -1.849 -1.063 0.0 0.0 -0.1
```
Forces are in eV/Å.

Results
HOMO (alpha / beta) ... -12.71 / -14.15 eV
Frontier orbital gap (alpha / beta) ... 7.34 / 5.99 eV
Charge ... +2
Spin multiplicity ... 5
Energy relative to the best compared isomer or geometry (same formula, charge and spin) ... 0.000 eV
<S²> ... 6.033
E_LUMO (alpha / beta) ... -5.4 / -8.2 eV
Molar mass ... 901.730 g/mol